## w
Formula: C3H6OS2
Source: the Open Molecules 2025 dataset
Level of theory: ωB97M-V/def2-TZVPD

The geometry in XYZ format:
```
12
Properties=species:S:1:pos:R:3
C -2.58 -0.64 0.12
O -1.55 0.41 -0.22
C -0.27 0.37 -0.09
S 0.64 1.81 0.06
S 0.42 -1.26 0.01
C 2.22 -0.92 -0.06
H -2.46 -1.66 -0.50
H -2.76 -0.70 1.34
H -3.43 0.18 -0.29
H 2.51 -0.05 -0.62
H 2.70 -1.92 -0.34
H 2.55 -0.85 1.15
```

Computed properties:
Gap between HOMO and LUMO (eV): 8.955
Net charge: 0
HOMO level (eV): -8.5



## x
Formula: C3H6OS2
Source: the Open Molecules 2025 dataset
Level of theory: ωB97M-V/def2-TZVPD

The geometry in XYZ format:
```
12
Properties=species:S:1:pos:R:3
O -0.02 -0.20 2.06
C -0.67 0.18 0.81
C 0.29 0.16 -0.39
S 1.27 -1.42 -0.39
C -0.39 0.19 -1.76
S 0.08 1.04 -3.01
H 0.54 0.54 2.32
H -1.16 1.13 0.87
H -1.49 -0.49 0.61
H 1.01 1.00 -0.27
H 1.52 -1.40 0.95
H -0.98 -0.72 -1.80
```

Computed properties:
Gap between HOMO and LUMO (eV): 8.420
Net charge: 0
HOMO level (eV): -9.1



## y
Formula: C3H6OS2
Source: the Open Molecules 2025 dataset
Level of theory: ωB97M-V/def2-TZVPD

The geometry in XYZ format:
```
12
Properties=species:S:1:pos:R:3
O -1.34 2.13 -0.93
S -0.23 1.21 -1.10
S 1.54 1.90 -0.95
C -0.42 -0.34 -0.14
C 0.76 -1.10 0.48
C -0.27 -0.28 1.31
H -0.44 0.57 -2.33
H -1.11 -0.93 -0.72
H 1.84 -0.72 0.21
H 0.70 -2.15 0.37
H -0.78 -1.00 1.96
H -0.24 0.72 1.84
```

Computed properties:
Gap between HOMO and LUMO (eV): 9.738
Net charge: 0
HOMO level (eV): -9.5



Which is most stable, and by how much? x, by 0.0488 hartree.